Record 1
DFT (the ωB97M-V functional and the def2-TZVPD basis) results for a molecular structure, C18H18Cl3N2NiO2S.

Last column: natural (NBO) charge in e.
Cartesian coordinates (Å):
Ni 0.125 -0.203 0.233  1.25
O -0.770 -1.542 1.300  -0.78
C -0.198 -2.817 1.536  -0.10
C 1.181 -2.773 0.935  0.22
C 2.082 -3.814 1.089  -0.23
C 3.309 -3.733 0.458  -0.11
C 3.600 -2.615 -0.315  -0.25
C 2.661 -1.613 -0.404  0.07
N 1.475 -1.680 0.220  -0.53
H -1.736 -1.382 1.467  0.55
H -0.791 -3.599 1.054  0.22
H -0.145 -3.026 2.606  0.21
H 1.816 -4.674 1.689  0.24
H 4.028 -4.535 0.558  0.24
H 4.539 -2.525 -0.842  0.24
H 2.825 -0.724 -0.995  0.22
C 1.496 3.751 -0.786  -0.82
S 2.100 2.318 0.075  1.28
C 3.692 2.171 -0.711  -0.82
O 1.299 1.157 -0.502  -1.04
H 2.141 4.595 -0.545  0.25
H 0.488 3.936 -0.422  0.27
H 1.477 3.555 -1.858  0.25
H 4.235 3.104 -0.561  0.26
H 3.544 1.975 -1.773  0.25
H 4.234 1.358 -0.233  0.25
Cl -4.909 0.118 1.916  0.05
C -3.817 1.003 0.841  -0.21
Cl -4.457 0.933 -0.816  0.03
Cl -3.703 2.680 1.417  0.02
C -2.466 0.327 0.831  0.04
N -1.472 0.861 0.204  -0.65
C -1.473 1.989 -0.570  0.12
C -1.444 2.944 -1.297  -0.03
C -1.405 4.082 -2.169  -0.07
C -1.793 5.341 -1.710  -0.20
C -1.731 6.436 -2.557  -0.20
C -1.285 6.283 -3.863  -0.19
C -0.901 5.032 -4.325  -0.20
C -0.957 3.932 -3.484  -0.21
H -2.151 5.451 -0.695  0.23
H -2.039 7.408 -2.198  0.23
H -1.243 7.139 -4.523  0.23
H -0.563 4.908 -5.345  0.22
H -0.667 2.952 -3.838  0.22

Values from the calculation:
LUMO energy (alpha / beta)	-3.47 / -3.12	eV
charge	+1
HOMO-LUMO gap (alpha / beta)	7.648 / 7.960	eV

Record 2
DFT (the ωB97M-V functional and the def2-TZVPD basis) results for a gas-phase ion, C33H39N2O3 (charge +1) in a non-equilibrium geometry.

Last column: Löwdin charge in e.
Cartesian coordinates (Å):
C 3.274 -1.579 -2.103  -0.07
N 2.729 -1.441 -0.766  -0.23
C 3.516 -0.596 0.109  -0.17
C 3.161 -0.700 1.606  -0.06
C 1.906 -1.447 1.915  -0.04
N 1.101 -0.988 2.880  0.04
C 1.393 0.349 3.458  -0.09
C 0.442 0.782 4.571  -0.17
O -0.911 0.381 4.345  -0.11
C -1.008 -1.044 4.252  -0.16
C -0.196 -1.647 3.105  -0.07
C 1.479 -2.629 1.065  -0.15
C 2.383 -2.720 -0.202  -0.14
H 3.872 -2.498 -2.238  0.09
H 2.450 -1.636 -2.822  0.09
H 3.893 -0.713 -2.344  0.09
H 4.601 -0.810 -0.024  0.13
H 3.350 0.430 -0.263  0.13
H 4.013 -1.205 2.102  0.16
H 3.174 0.338 1.977  0.11
H 2.413 0.360 3.875  0.14
H 1.322 1.120 2.662  0.15
H 0.829 0.404 5.539  0.14
H 0.380 1.877 4.579  0.14
H -0.701 -1.529 5.207  0.14
H -2.080 -1.237 4.083  0.14
H -0.813 -1.623 2.185  0.15
H -0.047 -2.705 3.359  0.10
H 0.484 -2.344 0.647  0.17
H 1.877 -3.312 -0.982  0.14
H 3.351 -3.250 -0.030  0.13
C -6.985 -7.208 1.087  -0.06
O -6.047 -6.371 0.374  -0.09
C -4.831 -6.092 0.918  -0.26
C -3.938 -5.334 0.125  0.00
C -2.689 -4.994 0.604  -0.03
C -2.261 -5.384 1.895  -0.17
C -0.918 -4.978 2.393  -0.12
C 0.036 -4.596 1.487  -0.03
C 1.374 -3.960 1.751  -0.24
C 2.471 -4.924 1.231  -0.21
C 3.744 -4.862 1.819  -0.05
C 4.855 -5.308 1.092  -0.07
C 4.687 -5.851 -0.186  -0.08
C 3.406 -6.064 -0.692  -0.06
C 2.289 -5.676 0.056  -0.04
C -0.690 -5.029 3.869  -0.21
C -1.709 -4.584 4.738  -0.06
C -1.607 -4.703 6.106  0.01
C -0.485 -5.353 6.671  -0.26
O -0.487 -5.491 8.024  -0.09
C 0.528 -6.269 8.685  -0.06
C 0.542 -5.817 5.819  0.00
C 0.463 -5.591 4.445  -0.01
C -3.148 -6.180 2.651  -0.03
C -4.417 -6.507 2.208  0.00
H -7.831 -7.292 0.402  0.09
H -6.565 -8.204 1.291  0.10
H -7.310 -6.741 2.029  0.10
H -4.260 -5.015 -0.869  0.12
H -2.036 -4.391 -0.030  0.11
H -0.180 -4.777 0.424  0.10
H 1.530 -3.822 2.829  0.13
H 3.846 -4.447 2.827  0.12
H 5.845 -5.232 1.536  0.11
H 5.557 -6.158 -0.765  0.11
H 3.265 -6.544 -1.664  0.11
H 1.290 -5.927 -0.310  0.12
H -2.620 -4.150 4.327  0.13
H -2.390 -4.343 6.772  0.13
H 0.287 -6.161 9.743  0.10
H 0.471 -7.326 8.392  0.10
H 1.534 -5.878 8.483  0.09
H 1.392 -6.359 6.234  0.11
H 1.279 -5.924 3.801  0.12
H -2.845 -6.562 3.623  0.12
H -5.097 -7.077 2.838  0.11

Values from the calculation:
LUMO energy	-3.48	eV
charge	+1
SMILES	COc1ccc(C(=C[C@@H](c2ccccc2)[C@@H]2CN(C)CCC2=[N+]2CCOCC2)c2ccc(OC)cc2)cc1
HOMO-LUMO gap	6.475	eV

Record 3
DFT (the ωB97M-V functional and the def2-TZVPD basis) results for C2H3N5S in the gas phase in a non-equilibrium geometry.

Last column: natural (NBO) charge in e.
Cartesian coordinates (Å):
C 0.582 1.781 0.528  0.09
C 0.215 -0.782 0.168  0.46
H -1.563 -1.405 -1.880  0.21
H 0.901 2.915 0.563  0.21
H 0.761 -2.696 0.273  0.37
N -0.761 0.157 -0.303  -0.37
N -0.419 1.529 -0.262  -0.19
N 1.359 0.920 1.334  -0.13
N 0.923 -0.274 1.387  -0.13
N 0.199 -2.018 -0.443  -0.70
S -2.198 -0.126 -1.366  0.18

Values from the calculation:
LUMO energy	-1.32	eV
SMILES	[H]/N=c1\nncnn1S
HOMO-LUMO gap	7.867	eV